[1]
The following is a quantum chemistry calculation of a molecular structure, C40H49BCl3N9S4Tc at a distorted geometry, from the Open Molecules 2025 dataset.

Positions of all 107 atoms, in Å:
1 Tc 2.381 -0.843 0.998
2 C 2.581 4.586 0.955
3 C 1.342 3.746 0.903
4 C 0.097 4.275 0.832
5 C -1.045 3.438 0.746
6 N -0.930 2.143 0.833
7 N 0.304 1.609 0.944
8 B 0.346 0.043 1.194
9 N -0.624 -0.653 0.144
10 N -0.837 0.061 -0.964
11 C -1.734 -0.360 -1.816
12 C -2.510 -1.505 -1.537
13 C -2.212 -2.302 -0.471
14 C -2.947 -3.585 -0.207
15 C -1.148 -1.863 0.351
16 S -0.454 -2.910 1.567
17 C -1.885 0.388 -3.129
18 C -1.417 -0.554 -4.250
19 C -1.031 1.656 -3.139
20 C -3.358 0.764 -3.351
21 N -0.238 -0.173 2.644
22 N -1.570 -0.050 2.751
23 C -2.121 -0.198 3.928
24 C -1.324 -0.444 5.071
25 C 0.024 -0.573 4.966
26 C 0.909 -0.873 6.137
27 C 0.570 -0.452 3.662
28 S 2.250 -0.711 3.389
29 C -3.634 -0.041 4.012
30 C -4.207 -0.854 5.179
31 C -3.916 1.452 4.242
32 C -4.286 -0.504 2.707
33 C 1.429 2.323 0.924
34 S 2.962 1.547 0.926
35 C -2.427 4.042 0.556
36 C -2.397 4.977 -0.666
37 C -2.779 4.864 1.806
38 C -3.480 2.957 0.327
39 H 2.328 5.642 1.027
40 H 3.187 4.431 0.060
41 H 3.201 4.309 1.809
42 H -0.025 5.351 0.832
43 H -3.316 -1.784 -2.204
44 H -3.501 -3.898 -1.089
45 H -3.659 -3.454 0.613
46 H -2.261 -4.378 0.087
47 H -0.383 -0.873 -4.091
48 H -1.471 -0.035 -5.209
49 H -2.045 -1.446 -4.319
50 H 0.025 1.430 -2.966
51 H -1.351 2.352 -2.360
52 H -1.129 2.147 -4.108
53 H -3.996 -0.113 -3.477
54 H -3.442 1.356 -4.264
55 H -3.750 1.361 -2.525
56 H -1.792 -0.542 6.041
57 H 0.329 -0.940 7.054
58 H 1.672 -0.100 6.255
59 H 1.437 -1.817 5.983
60 H -3.905 -0.456 6.149
61 H -3.913 -1.906 5.126
62 H -5.296 -0.810 5.143
63 H -3.487 1.791 5.189
64 H -4.993 1.632 4.277
65 H -3.486 2.052 3.440
66 H -4.091 -1.568 2.536
67 H -3.910 0.058 1.851
68 H -5.366 -0.364 2.771
69 H -1.685 5.795 -0.543
70 H -3.384 5.421 -0.801
71 H -2.143 4.439 -1.582
72 H -2.094 5.703 1.949
73 H -2.759 4.248 2.708
74 H -3.784 5.278 1.698
75 H -3.136 2.219 -0.400
76 H -4.394 3.418 -0.047
77 H -3.720 2.423 1.245
78 Cl 7.354 -1.944 3.310
79 C 7.053 -1.583 1.627
80 Cl 7.781 -0.059 1.147
81 Cl 7.561 -2.900 0.578
82 C 5.589 -1.432 1.455
83 N 4.460 -1.316 1.318
84 C 1.310 -2.706 1.147
85 H 1.806 -3.285 1.930
86 H 1.428 -3.251 0.209
87 S 2.843 -1.762 -5.641
88 C 2.815 -1.536 -3.903
89 C 3.107 -2.548 -2.987
90 C 2.969 -2.297 -1.647
91 N 2.559 -1.110 -1.152
92 C 2.305 -0.124 -2.032
93 C 2.427 -0.296 -3.393
94 C 4.077 -3.043 -5.782
95 C 5.423 -2.711 -5.730
96 C 6.348 -3.741 -5.838
97 N 6.013 -5.022 -5.995
98 C 4.716 -5.315 -6.070
99 C 3.705 -4.365 -5.970
100 H 3.441 -3.523 -3.316
101 H 3.190 -3.072 -0.926
102 H 2.006 0.829 -1.619
103 H 2.236 0.537 -4.059
104 H 5.741 -1.683 -5.618
105 H 7.410 -3.525 -5.801
106 H 4.467 -6.361 -6.217
107 H 2.663 -4.649 -6.048

As for the multiplicity: 4. As for the net charge: +2. The highest occupied orbital energy (spin up / spin down) is -12.97 / -13.01 eV. The gap between HOMO and LUMO (spin up / spin down) comes out at 7.623 / 6.715 eV. The value obtained for the LUMO energy (spin up / spin down) is -5.344 / -6.297 eV.

[2]
The following is a quantum chemistry calculation of a molecular structure, C40H49BrFeN6Si3, from the Open Molecules 2025 dataset.

Positions of all 100 atoms, in Å:
1 Fe -0.113 0.098 -0.001
2 C -1.278 2.999 1.236
3 N -1.481 1.552 1.311
4 C -1.684 1.122 2.692
5 C -1.240 -0.281 2.882
6 N -0.691 -1.014 1.961
7 C -0.628 -2.300 2.512
8 C -0.211 -3.507 1.959
9 C -0.290 -4.641 2.742
10 C -0.777 -4.593 4.055
11 C -1.207 -3.407 4.617
12 C -1.127 -2.275 3.816
13 N -1.505 -0.961 4.029
14 C 0.051 3.369 1.820
15 N 0.877 2.524 2.353
16 C 2.002 3.273 2.676
17 C 3.211 2.858 3.227
18 C 4.189 3.816 3.413
19 C 3.975 5.158 3.064
20 C 2.780 5.584 2.514
21 C 1.805 4.612 2.326
22 N 0.521 4.655 1.800
23 H -2.071 3.565 1.746
24 H -1.304 3.288 0.186
25 H -2.286 1.300 0.744
26 H -2.739 1.192 2.990
27 H -1.113 1.770 3.355
28 H 0.157 -3.551 0.947
29 H 0.030 -5.590 2.332
30 H -0.819 -5.503 4.639
31 H -1.591 -3.367 5.628
32 H -1.932 -0.582 4.855
33 H 3.373 1.816 3.471
34 H 5.146 3.526 3.826
35 H 4.769 5.877 3.222
36 H 2.622 6.618 2.239
37 H 0.083 5.442 1.355
38 C -3.881 0.702 -1.819
39 Si -2.175 0.792 -2.630
40 C -1.853 2.654 -2.457
41 C -2.549 0.613 -4.474
42 C -0.864 -0.400 -2.026
43 Si 0.537 -0.557 -3.280
44 C 1.064 1.071 -4.087
45 C 2.121 -1.369 -2.639
46 C 0.075 -1.640 -4.766
47 Si -1.608 -2.065 -1.781
48 C -0.342 -3.459 -1.660
49 C -2.835 -2.687 -3.083
50 C -2.705 -2.190 -0.206
51 C -3.266 -3.422 0.153
52 C -4.130 -3.517 1.225
53 C -4.450 -2.358 1.919
54 C -3.868 -1.175 1.503
55 N -3.009 -1.083 0.489
56 H -4.520 1.402 -2.366
57 H -3.857 1.012 -0.774
58 H -4.355 -0.279 -1.854
59 H -2.654 3.148 -3.015
60 H -0.907 3.011 -2.857
61 H -1.934 2.996 -1.420
62 H -3.406 1.245 -4.722
63 H -2.791 -0.411 -4.760
64 H -1.708 0.942 -5.090
65 H 1.937 1.496 -3.591
66 H 0.284 1.832 -4.101
67 H 1.340 0.867 -5.125
68 H 2.958 -0.669 -2.692
69 H 2.366 -2.232 -3.263
70 H 2.063 -1.703 -1.604
71 H -0.767 -1.261 -5.346
72 H -0.156 -2.665 -4.473
73 H 0.944 -1.687 -5.428
74 H 0.042 -3.708 -2.650
75 H -0.816 -4.360 -1.259
76 H 0.520 -3.213 -1.040
77 H -2.385 -2.701 -4.076
78 H -3.735 -2.071 -3.135
79 H -3.147 -3.708 -2.847
80 H -3.006 -4.309 -0.413
81 H -4.552 -4.471 1.517
82 H -5.140 -2.367 2.753
83 H -4.113 -0.247 2.016
84 Br 1.065 2.427 -1.068
85 C 2.840 1.904 -0.656
86 C 3.839 2.743 -1.047
87 C 5.176 2.385 -0.775
88 C 5.440 1.217 -0.126
89 C 4.395 0.352 0.288
90 C 4.697 -0.840 0.987
91 C 3.682 -1.642 1.410
92 C 2.339 -1.298 1.136
93 C 1.949 -0.177 0.433
94 C 3.033 0.672 0.024
95 H 3.610 3.667 -1.560
96 H 5.978 3.042 -1.084
97 H 6.462 0.931 0.093
98 H 5.734 -1.091 1.179
99 H 3.900 -2.554 1.955
100 H 1.589 -1.984 1.508

As for the multiplicity: 5. The highest occupied orbital energy (spin up / spin down) is -7.24 / -7.45 eV. The gap between HOMO and LUMO (spin up / spin down) comes out at 7.491 / 7.694 eV. The value obtained for the LUMO energy (spin up / spin down) is 0.247 / 0.242 eV.

[3]
The following is a quantum chemistry calculation of a molecular structure, C40H49FN8NaO4 at a distorted geometry, from the Open Molecules 2025 dataset.

Positions of all 103 atoms, in Å:
1 Na 0.103 1.780 -0.582
2 C 4.529 -3.513 2.704
3 C 4.664 -3.155 1.232
4 N 3.504 -2.438 0.715
5 C 3.456 -1.074 0.865
6 C 2.498 -0.272 0.358
7 C 2.402 1.171 0.867
8 O 3.442 1.809 1.002
9 O 1.210 1.495 1.149
10 C 1.512 -0.847 -0.535
11 O 0.815 -0.212 -1.321
12 C 1.402 -2.317 -0.423
13 C 0.280 -2.949 -0.948
14 C 0.167 -4.310 -0.894
15 F -0.920 -4.905 -1.447
16 C 1.163 -5.103 -0.314
17 C 2.274 -4.477 0.223
18 C 2.420 -3.082 0.172
19 N 1.097 -6.528 -0.238
20 C -0.187 -7.212 -0.267
21 C 0.059 -8.682 0.123
22 N 1.372 -8.751 0.844
23 C 2.511 -8.481 -0.107
24 C 2.099 -7.283 -0.976
25 H 5.387 -4.097 3.037
26 H 3.622 -4.093 2.887
27 H 4.475 -2.613 3.316
28 H 4.823 -4.043 0.619
29 H 5.532 -2.517 1.069
30 H 4.259 -0.639 1.448
31 H -0.478 -2.346 -1.434
32 H 3.014 -5.090 0.722
33 H -0.673 -7.197 -1.246
34 H -0.857 -6.734 0.446
35 H 0.154 -9.334 -0.744
36 H -0.716 -9.077 0.775
37 H 1.496 -9.640 1.324
38 H 1.380 -7.998 1.535
39 H 2.679 -9.389 -0.682
40 H 3.387 -8.274 0.506
41 H 1.708 -7.627 -1.942
42 H 2.965 -6.661 -1.180
43 C 1.258 3.494 -3.387
44 C 2.265 3.971 -2.377
45 C 3.616 4.051 -2.694
46 C 4.543 4.475 -1.754
47 C 4.127 4.811 -0.477
48 C 2.787 4.747 -0.119
49 C 2.329 5.022 1.283
50 C 1.870 4.348 -1.092
51 N 0.500 4.215 -0.734
52 C -0.289 5.201 -0.792
53 C 0.066 6.588 -1.235
54 C -1.708 4.926 -0.321
55 C -2.545 6.097 0.101
56 N -2.054 3.706 -0.282
57 C -3.292 3.302 0.265
58 C -3.294 2.789 1.568
59 C -2.026 2.793 2.374
60 C -4.491 2.310 2.086
61 C -5.655 2.334 1.330
62 C -5.629 2.847 0.042
63 C -4.451 3.340 -0.514
64 C -4.416 3.912 -1.903
65 H 1.707 3.445 -4.378
66 H 0.385 4.146 -3.444
67 H 0.887 2.490 -3.155
68 H 3.939 3.774 -3.691
69 H 5.592 4.525 -2.013
70 H 4.854 5.104 0.271
71 H 3.184 5.161 1.942
72 H 1.746 4.176 1.651
73 H 1.707 5.920 1.343
74 H 1.097 6.633 -1.580
75 H -0.064 7.303 -0.421
76 H -0.595 6.901 -2.045
77 H -2.039 6.656 0.891
78 H -3.518 5.774 0.466
79 H -2.693 6.787 -0.730
80 H -1.778 3.803 2.714
81 H -1.170 2.448 1.785
82 H -2.126 2.166 3.259
83 H -4.508 1.925 3.100
84 H -6.584 1.967 1.749
85 H -6.538 2.880 -0.547
86 H -5.372 3.761 -2.404
87 H -3.633 3.450 -2.500
88 H -4.220 4.988 -1.884
89 C -4.325 -1.621 1.227
90 N -3.468 -0.859 0.355
91 C -3.762 -0.484 -1.015
92 C -2.551 0.402 -1.344
93 O -2.327 0.911 -2.420
94 N -1.781 0.526 -0.215
95 C -2.341 -0.213 0.715
96 N -1.767 -0.362 1.927
97 H -5.031 -2.185 0.621
98 H -4.897 -0.983 1.907
99 H -3.739 -2.335 1.811
100 H -4.680 0.103 -1.099
101 H -3.821 -1.349 -1.678
102 H -0.961 0.236 2.078
103 H -2.348 -0.544 2.728

As for the net charge: +1. The highest occupied orbital energy is -9.25 eV. The gap between HOMO and LUMO comes out at 6.078 eV. The value obtained for the LUMO energy is -3.167 eV.

[4]
The following is a quantum chemistry calculation of a molecular structure, C40H50AsAuBrIN3O3, from the Open Molecules 2025 dataset.

Positions of all 100 atoms, in Å:
1 Au 1.223 0.185 0.402
2 C -0.142 2.199 3.845
3 C -1.465 1.755 3.205
4 C -1.549 2.184 1.736
5 C -1.787 0.286 3.352
6 C -2.983 -0.094 3.912
7 C -3.332 -1.442 4.042
8 C -2.480 -2.452 3.596
9 C -1.251 -2.145 3.063
10 C -0.328 -3.237 2.577
11 C -1.014 -4.113 1.525
12 C 0.170 -4.091 3.750
13 C -0.867 -0.757 2.989
14 N 0.392 -0.417 2.669
15 C 1.430 -0.753 3.469
16 O 1.331 -1.215 4.593
17 C 2.788 -0.377 2.941
18 C 3.894 -0.464 3.766
19 C 5.128 -0.064 3.276
20 C 5.220 0.405 1.976
21 C 4.072 0.454 1.207
22 N 2.892 0.069 1.687
23 C 4.125 0.914 -0.224
24 O 5.202 1.172 -0.732
25 N 2.924 1.020 -0.831
26 C 2.857 1.148 -2.220
27 C 3.275 0.069 -3.030
28 C 3.299 0.243 -4.406
29 C 2.924 1.452 -4.976
30 C 2.506 2.497 -4.169
31 C 2.451 2.370 -2.785
32 C 2.064 3.594 -1.974
33 C 1.020 3.370 -0.878
34 C 3.313 4.282 -1.412
35 C 3.666 -1.267 -2.427
36 C 2.480 -2.237 -2.466
37 C 4.897 -1.877 -3.098
38 H -0.212 3.252 4.122
39 H 0.690 2.093 3.148
40 H 0.088 1.629 4.746
41 H -2.266 2.272 3.739
42 H -0.849 1.616 1.118
43 H -1.301 3.243 1.644
44 H -2.551 2.025 1.334
45 H -3.670 0.668 4.258
46 H -4.292 -1.702 4.467
47 H -2.789 -3.486 3.679
48 H 0.532 -2.763 2.098
49 H -1.817 -4.707 1.963
50 H -0.291 -4.805 1.091
51 H -1.444 -3.514 0.719
52 H -0.662 -4.631 4.205
53 H 0.642 -3.477 4.516
54 H 0.892 -4.826 3.392
55 H 3.751 -0.836 4.770
56 H 6.009 -0.118 3.901
57 H 6.147 0.730 1.526
58 H 3.632 -0.564 -5.045
59 H 2.963 1.579 -6.050
60 H 2.227 3.442 -4.620
61 H 1.613 4.282 -2.696
62 H 1.454 2.888 -0.002
63 H 0.187 2.753 -1.225
64 H 0.618 4.333 -0.560
65 H 3.879 3.603 -0.774
66 H 3.031 5.157 -0.824
67 H 3.974 4.607 -2.215
68 H 3.913 -1.115 -1.377
69 H 2.217 -2.484 -3.498
70 H 1.602 -1.805 -1.975
71 H 2.727 -3.166 -1.950
72 H 4.671 -2.239 -4.102
73 H 5.255 -2.728 -2.517
74 H 5.703 -1.147 -3.167
75 Br -6.171 -3.377 -0.981
76 C -6.690 -1.581 -0.709
77 C -7.994 -1.228 -1.028
78 C -8.421 0.079 -0.859
79 C -7.547 1.039 -0.370
80 C -6.246 0.689 -0.048
81 C -5.814 -0.622 -0.215
82 I -3.842 -1.071 0.302
83 H -8.667 -1.983 -1.408
84 H -9.439 0.345 -1.110
85 H -7.876 2.060 -0.235
86 H -5.564 1.431 0.345
87 C -1.707 -1.714 -2.658
88 As -1.228 0.109 -2.281
89 C -2.696 1.332 -2.403
90 C -0.143 0.662 -3.753
91 O -0.505 0.245 -0.778
92 H -1.114 -2.051 -3.506
93 H -2.768 -1.795 -2.882
94 H -1.478 -2.316 -1.781
95 H -3.105 1.269 -3.410
96 H -2.281 2.327 -2.240
97 H -3.467 1.124 -1.667
98 H -0.738 0.514 -4.656
99 H 0.770 0.077 -3.814
100 H 0.111 1.715 -3.648

As for the multiplicity: 3. As for the net charge: +1. The highest occupied orbital energy (spin up / spin down) is -10.33 / -10.88 eV. The gap between HOMO and LUMO (spin up / spin down) comes out at 7.659 / 5.208 eV. The value obtained for the LUMO energy (spin up / spin down) is -2.676 / -5.669 eV.